Entry 1:
Below is a structure of composition C2H5FSi at a distorted geometry, with properties calculated with the ωB97M-V functional and the def2-TZVPD basis.

Cartesian coordinates (Å):
C  0.495  -0.727  -1.304
C  0.803  0.234  -0.451
F  1.479  1.358  -0.609
Si  -0.759  0.297  1.305
H  -0.105  -1.580  -1.096
H  1.064  -0.726  -2.276
H  -1.660  1.074  0.322
H  -1.474  -0.874  1.875
H  0.157  0.943  2.235

E_HOMO in eV: -9.3607
E_LUMO in eV: 0.5
Energy above the lowest of the compared OMol25 structures with the same formula, charge and spin in kcal/mol: 84.1

---

Entry 2:
Below is a structure of composition C29H41Cl5P2Pt at a distorted geometry, with properties calculated with the ωB97M-V functional and the def2-TZVPD basis.

Cartesian coordinates (Å):
Pt  -0.346  1.468  0.718
C  -0.583  -0.514  2.919
C  -1.293  0.708  2.419
C  -2.288  -1.290  1.559
C  -1.147  -1.645  2.356
C  -2.463  0.103  1.654
C  0.432  -0.560  3.993
H  0.730  0.432  4.358
H  1.359  -1.083  3.697
H  0.012  -1.123  4.852
C  -0.769  -3.046  2.636
H  0.287  -3.145  2.918
H  -0.903  -3.648  1.734
H  -1.406  -3.507  3.415
C  -3.157  -2.270  0.935
H  -3.872  -2.715  1.642
H  -2.499  -3.476  0.397
H  -3.678  -1.842  0.077
C  -3.668  0.863  1.275
H  -4.530  0.588  1.913
H  -3.969  0.670  0.230
H  -3.512  1.948  1.373
C  -1.609  1.748  3.446
H  -2.259  1.293  4.213
H  -2.136  2.599  3.007
H  -0.693  2.079  3.945
C  3.392  1.617  -1.860
C  3.746  2.327  -0.756
C  3.605  3.785  -0.550
C  2.475  4.436  -1.405
C  1.205  3.725  -1.340
C  0.653  2.979  -2.433
C  1.640  2.477  -3.562
C  3.120  2.170  -3.240
H  4.560  4.301  -0.759
H  2.831  4.594  -2.431
H  3.412  3.987  0.514
H  3.737  3.049  -3.480
H  3.660  0.549  -1.856
H  4.385  1.829  -0.018
H  3.446  1.394  -3.956
H  1.198  1.626  -4.106
H  -0.067  3.582  -3.028
H  1.658  3.289  -4.303
H  2.305  5.450  -1.008
H  0.570  3.978  -0.482
P  1.527  0.264  0.638
C  1.893  -1.494  0.726
C  2.690  1.105  1.747
P  -0.606  1.892  -1.539
C  1.012  0.530  -1.059
C  -1.879  3.219  -1.398
C  -1.623  0.636  -2.300
H  1.089  -2.074  0.246
H  2.030  -1.817  1.768
H  2.831  -1.657  0.153
H  2.524  2.192  1.836
H  3.720  0.900  1.449
H  2.510  0.675  2.737
H  -1.541  0.594  -3.394
H  -2.657  0.849  -2.009
H  -1.342  -0.336  -1.884
H  0.675  -0.384  -1.561
H  1.785  1.130  -1.569
H  -2.787  2.750  -0.999
H  -2.108  3.655  -2.388
H  -1.543  4.008  -0.710
Cl  -3.265  -6.075  1.566
C  -2.392  -5.704  0.136
C  -2.075  -4.392  -0.179
C  -1.169  -4.162  -1.191
Cl  -0.564  -2.541  -1.428
C  -0.684  -5.193  -2.022
Cl  0.390  -4.873  -3.313
C  -1.102  -6.521  -1.786
Cl  -0.590  -7.768  -2.827
C  -1.939  -6.781  -0.684
Cl  -2.381  -8.404  -0.385

E_HOMO (alpha / beta) in eV: -11.3586 / -12.1150
⟨S²⟩: 6.047
2S+1: 5
E_LUMO (alpha / beta) in eV: -6.2 / -10.1
Energy above the lowest of the compared OMol25 structures with the same formula, charge and spin in kcal/mol: 0.0
Total charge: +2

---

Entry 3:
Below is an isolated molecule of C5H10O3, with properties calculated with the ωB97M-V functional and the def2-TZVPD basis.

Cartesian coordinates (Å):
C  0.106  -0.170  -0.608
C  0.146  0.810  -1.704
C  0.540  -1.551  -0.894
C  -0.349  -0.777  1.853
C  -0.437  0.231  0.718
O  0.674  1.273  1.139
O  0.235  2.568  0.724
O  -1.594  0.785  0.489
H  -0.743  2.401  0.678
H  0.030  -2.291  -0.280
H  0.895  0.537  -2.449
H  -0.833  0.787  -2.198
H  0.285  1.825  -1.330
H  1.604  -1.591  -0.612
H  0.476  -1.807  -1.952
H  0.670  -1.131  2.019
H  -0.699  -0.276  2.753
H  -1.007  -1.624  1.654

E_HOMO (alpha / beta) in eV: -8.6587 / -8.6583
E_LUMO (alpha / beta) in eV: -1.3 / -1.4
Energy above the lowest of the compared OMol25 structures with the same formula, charge and spin in kcal/mol: 134.8

---

Entry 4:
Below is a cluster of 10 separate species, C37H83O26P3 in total at a distorted geometry, with properties calculated with the ωB97M-V functional and the def2-TZVPD basis.

Cartesian coordinates (Å):
C  1.525  1.920  -4.074
O  2.314  0.896  -3.417
P  3.722  0.264  -3.998
O  4.213  -0.904  -3.217
O  3.473  0.053  -5.601
C  2.442  -0.857  -6.002
O  4.768  1.551  -4.000
C  6.127  1.250  -4.297
H  1.465  2.733  -3.350
H  0.540  1.597  -4.412
H  2.064  2.237  -4.966
H  2.832  -1.609  -6.687
H  1.661  -0.241  -6.448
H  1.881  -1.311  -5.185
H  6.406  1.703  -5.249
H  6.374  0.189  -4.346
H  6.777  1.701  -3.548
C  -2.698  0.150  3.508
O  -1.474  0.739  3.732
P  -0.541  0.011  4.848
O  -0.272  -1.457  4.697
O  -1.255  0.368  6.199
C  -0.495  0.126  7.376
O  0.759  0.999  4.802
C  1.948  0.622  4.112
H  -3.471  0.486  4.199
H  -2.735  -0.939  3.486
H  -3.100  0.463  2.544
H  -0.223  1.069  7.850
H  0.474  -0.305  7.126
H  -1.050  -0.565  8.010
H  2.287  1.480  3.532
H  1.860  -0.191  3.391
H  2.673  0.362  4.884
C  3.079  -1.711  0.736
O  3.205  -0.258  0.789
P  4.596  0.371  1.364
O  4.926  0.178  2.782
O  4.654  1.911  0.841
C  4.621  2.294  -0.476
O  5.662  -0.369  0.390
C  7.045  -0.118  0.364
H  3.955  -2.318  0.965
H  2.929  -1.963  -0.313
H  2.150  -2.081  1.170
H  5.386  3.052  -0.647
H  3.802  2.962  -0.743
H  4.714  1.487  -1.203
H  7.379  0.805  0.837
H  7.321  0.089  -0.670
H  7.504  -1.033  0.737
C  -1.656  2.129  -0.292
C  -1.069  0.991  0.611
O  -0.005  0.359  -0.119
C  -0.264  -0.432  -1.185
C  0.956  -1.281  -1.709
O  -1.374  -0.619  -1.688
H  -2.607  2.503  0.087
H  -1.890  1.828  -1.313
H  -0.927  2.936  -0.358
H  -0.678  1.482  1.502
H  -1.833  0.262  0.881
H  0.858  -1.654  -2.729
H  1.039  -2.205  -1.136
H  1.941  -0.823  -1.617
C  5.156  -7.752  -5.288
C  3.877  -6.972  -5.256
O  4.029  -5.822  -4.415
C  3.061  -4.869  -4.404
C  3.317  -3.775  -3.435
O  2.065  -4.873  -5.155
H  5.885  -7.122  -5.797
H  5.119  -8.763  -5.692
H  5.474  -7.957  -4.265
H  3.516  -6.809  -6.271
H  3.175  -7.624  -4.737
H  4.338  -3.415  -3.561
H  3.222  -4.120  -2.405
H  2.671  -2.941  -3.709
C  -5.634  5.668  -0.419
C  -4.183  5.285  -0.607
O  -3.992  4.245  -1.587
C  -3.788  4.554  -2.845
C  -3.747  3.290  -3.689
O  -3.837  5.706  -3.364
H  -5.801  6.282  0.466
H  -6.373  4.868  -0.389
H  -5.939  6.289  -1.262
H  -3.471  6.102  -0.722
H  -3.868  4.893  0.361
H  -3.965  2.451  -3.027
H  -2.802  3.174  -4.219
H  -4.429  3.334  -4.539
C  -0.317  -5.696  4.384
C  -0.660  -4.604  3.301
O  -0.086  -4.992  1.991
C  -0.283  -4.218  0.908
C  0.406  -4.785  -0.313
O  -1.013  -3.205  0.903
H  -0.442  -6.729  4.057
H  -0.922  -5.553  5.279
H  0.748  -5.649  4.608
H  -1.747  -4.589  3.231
H  -0.272  -3.659  3.682
H  0.383  -4.213  -1.241
H  -0.095  -5.741  -0.463
H  1.478  -4.870  -0.135
C  0.037  5.808  -2.846
C  -0.026  6.229  -1.370
O  0.460  5.286  -0.453
C  1.746  5.056  -0.368
C  2.028  4.139  0.828
O  2.565  5.613  -1.067
H  -0.514  4.883  -3.016
H  1.059  5.708  -3.211
H  -0.231  6.656  -3.476
H  0.495  7.177  -1.233
H  -1.036  6.392  -0.994
H  2.146  3.110  0.487
H  1.387  4.203  1.707
H  3.060  4.368  1.093
C  -3.730  3.447  2.991
C  -4.761  3.340  4.063
O  -4.209  3.720  5.337
C  -4.802  3.332  6.464
C  -4.101  3.794  7.750
O  -5.789  2.631  6.662
H  -2.805  2.939  3.263
H  -3.494  4.504  2.866
H  -4.056  3.045  2.032
H  -5.524  4.098  3.882
H  -5.336  2.413  4.055
H  -4.575  3.477  8.678
H  -4.121  4.875  7.894
H  -3.048  3.511  7.746
C  -4.732  -2.234  -0.224
C  -4.591  -3.513  0.643
O  -4.515  -4.648  -0.211
C  -5.547  -5.534  -0.274
C  -5.158  -6.788  -0.985
O  -6.691  -5.451  0.164
H  -3.833  -2.079  -0.821
H  -4.764  -1.336  0.393
H  -5.517  -2.143  -0.975
H  -3.751  -3.440  1.333
H  -5.443  -3.612  1.316
H  -4.091  -6.656  -1.166
H  -5.728  -6.862  -1.912
H  -5.408  -7.645  -0.361

E_HOMO in eV: -9.9907
E_LUMO in eV: 0.5
Structure (SMILES): COP(=O)(OC)OC.COP(=O)(OC)OC.COP(=O)(OC)OC.CCOC(C)=O.CCOC(C)=O.CCOC(C)=O.CCOC(C)=O.CCOC(C)=O.CCOC(C)=O.CCOC(C)=O
Energy above the lowest of the compared OMol25 structures with the same formula, charge and spin in kcal/mol: 28.9

---

Entry 5:
Below is an isolated molecule of C2H6N2O at a distorted geometry, with properties calculated with the ωB97M-V functional and the def2-TZVPD basis.

Cartesian coordinates (Å):
C  -1.788  -0.458  -0.030
O  -1.229  0.816  -0.056
C  0.081  0.798  -0.089
N  0.827  -0.256  -0.209
N  2.240  -0.014  -0.133
H  -1.643  -1.032  0.849
H  -1.303  -1.129  -0.718
H  -2.918  -0.284  -0.268
H  0.595  1.715  -0.184
H  2.566  0.679  0.587
H  2.573  -0.835  0.252

E_HOMO in eV: -8.6493
E_LUMO in eV: 1.1
Structure (SMILES): CO/C=N/N
Energy above the lowest of the compared OMol25 structures with the same formula, charge and spin in kcal/mol: 69.9

---

Entry 6:
Below is an isolated molecule of C9H16N2O4 at a distorted geometry, with properties calculated with the ωB97M-V functional and the def2-TZVPD basis.

Cartesian coordinates (Å):
C  -1.965  -1.006  1.876
C  -1.628  -1.295  0.412
O  -2.719  -1.844  -0.208
C  -1.175  -0.011  -0.495
N  -0.152  1.046  0.136
C  1.146  0.993  0.541
O  1.769  2.028  0.648
C  1.895  -0.369  0.826
C  3.470  -0.069  0.620
C  3.502  0.152  -0.975
C  2.581  -0.973  -1.392
N  1.813  -1.410  -0.169
C  -2.457  0.811  -0.687
O  -3.261  0.608  -1.585
O  -2.579  1.761  0.259
H  -2.360  -1.832  2.410
H  -2.740  -0.220  1.896
H  -1.030  -0.565  2.429
H  -0.788  -1.978  0.436
H  -3.284  -1.246  -0.724
H  -0.817  -0.380  -1.452
H  -0.111  2.002  -0.266
H  1.802  -0.963  1.735
H  4.045  -0.869  0.932
H  3.861  0.873  1.129
H  3.105  1.113  -1.064
H  4.495  0.040  -1.258
H  1.885  -0.606  -2.117
H  3.134  -1.935  -1.705
H  1.180  -2.184  -0.197
H  -1.887  1.471  0.782

E_HOMO in eV: -8.6954
E_LUMO in eV: 0.5
Structure (SMILES): C[C@@H](O)[C@H](NC(=O)[C@@H]1CCCN1)C(=O)O
Energy above the lowest of the compared OMol25 structures with the same formula, charge and spin in kcal/mol: 76.3

---

energy above the lowest of the compared OMol25 structures with the same formula, charge and spin of number 2 (C29H41Cl5P2Pt)? 0.0 kcal/mol

---

Which formula does entry 3 have? C5H10O3

---

energy above the lowest of the compared OMol25 structures with the same formula, charge and spin of number 4 (C37H83O26P3)? 28.9 kcal/mol